Entry 1:
Entry from the OMol25 dataset: a structure of composition C34H22F5N4O2RuS2 (the ωB97M-V functional and the def2-TZVPD basis).

Its energy above the lowest of the compared OMol25 structures with the same formula, charge and spin is 0.0000 eV. For the HOMO energy (alpha / beta), the calculation gives -0.28920 / -0.28703 hartree. As for the multiplicity: 2. The total charge is 0. Its HOMO-LUMO gap (alpha / beta) is 6.93 / 6.24 eV.

Last column: Löwdin spin population.
Positions of all 70 atoms, in Å:
Ru -0.757 0.658 0.229  0.76
C 0.642 -0.067 5.886  0.00
C 1.360 -0.365 4.739  0.00
C 0.734 -0.398 3.499  0.00
C -0.623 -0.143 3.410  0.00
C -1.349 0.161 4.561  0.00
C -0.720 0.198 5.792  0.00
N -1.320 -0.125 2.141  -0.01
N -2.512 -0.496 2.268  0.00
C -3.314 -0.129 1.198  0.00
C -4.664 -0.486 1.223  0.00
C -5.494 0.003 0.241  0.00
C -4.972 0.853 -0.738  0.01
C -3.626 1.190 -0.767  0.01
C -2.757 0.696 0.206  0.02
H 1.138 -0.037 6.847  0.00
H 2.420 -0.575 4.798  0.00
H 1.305 -0.614 2.610  0.00
H -2.407 0.373 4.477  0.00
H -1.292 0.439 6.678  0.00
H -5.029 -1.128 2.015  0.00
H -6.545 -0.254 0.232  0.00
H -5.633 1.256 -1.496  0.00
H -3.249 1.822 -1.555  0.00
C 2.467 -4.050 -3.971  0.00
C 1.757 -2.751 -3.702  0.00
C 0.369 -2.670 -3.755  0.00
C -0.286 -1.470 -3.512  0.00
C 0.460 -0.339 -3.222  0.00
C 1.849 -0.395 -3.168  0.00
C 2.486 -1.600 -3.403  0.00
S -0.358 1.210 -3.013  0.01
O 0.317 2.161 -3.851  0.00
O -1.756 0.969 -3.222  0.00
N -0.153 1.649 -1.439  0.07
C 0.745 2.669 -1.067  -0.01
C 1.789 3.256 -1.753  0.03
C 2.576 4.277 -1.189  0.00
C 2.349 4.762 0.060  0.02
C 1.309 4.188 0.819  0.00
C 0.954 4.616 2.115  0.02
C -0.079 4.013 2.784  0.00
C -0.720 2.914 2.203  0.02
N -0.379 2.469 1.010  -0.02
C 0.547 3.140 0.266  0.00
H 1.764 -4.879 -4.039  0.00
H 3.188 -4.272 -3.183  0.00
H 3.021 -4.000 -4.910  0.00
H -0.209 -3.557 -3.985  0.00
H -1.365 -1.397 -3.552  0.00
H 2.419 0.500 -2.956  0.00
H 3.568 -1.651 -3.358  0.00
H 1.996 2.943 -2.763  0.00
H 3.377 4.689 -1.790  0.00
H 2.945 5.562 0.479  0.00
H 1.505 5.430 2.570  0.00
H -0.382 4.339 3.769  0.00
H -1.489 2.363 2.725  0.00
F 0.488 -5.772 -1.278  0.00
C 0.734 -4.514 -0.911  0.00
C -0.277 -3.574 -0.914  0.00
F -1.510 -3.916 -1.287  0.00
C 0.014 -2.278 -0.544  0.00
F -1.029 -1.385 -0.614  0.00
C 1.266 -1.838 -0.150  0.00
S 1.624 -0.176 0.248  0.07
C 2.258 -2.818 -0.159  0.00
F 3.508 -2.497 0.184  0.00
C 2.009 -4.127 -0.532  0.00
F 2.994 -5.024 -0.536  0.00

---

Entry 2:
Entry from the OMol25 dataset: a structure of composition C34H24Cl2F10N8OSTl in a non-equilibrium geometry (the ωB97M-V functional and the def2-TZVPD basis).

Its energy above the lowest of the compared OMol25 structures with the same formula, charge and spin is 1.8942 eV. For the HOMO energy, the calculation gives -0.16263 hartree. The total charge is -1. Its HOMO-LUMO gap is 5.95 eV.

Last column: Mulliken charge in e.
Positions of all 81 atoms, in Å:
Tl -0.114 -0.148 -0.055  1.31
C 2.483 2.321 0.913  -1.56
N 1.938 1.107 1.498  1.48
C 1.398 1.430 2.816  -1.43
C 0.230 0.574 3.322  -0.94
N -0.858 0.627 2.388  0.17
C -2.016 0.063 2.620  -0.58
C -3.024 0.137 1.596  0.39
F -4.416 2.150 0.345  -0.75
C -4.181 -0.631 1.645  0.27
F -5.016 -0.639 0.598  -0.50
C -4.505 -1.370 2.767  0.29
F -5.645 -2.091 2.830  -0.41
C -3.624 -1.344 3.854  0.70
F -3.949 -2.014 4.978  -0.36
C -2.433 -0.667 3.781  0.16
F -1.636 -0.705 4.883  -0.41
C 2.981 0.091 1.515  -1.51
C 2.498 -1.347 1.697  -0.83
N 1.749 -1.753 0.538  0.37
C 1.436 -3.026 0.345  -0.15
C 0.913 -3.407 -0.925  0.19
F 0.769 -2.425 -1.840  -0.43
C 0.573 -4.696 -1.258  0.18
F 0.095 -4.972 -2.486  -0.39
C 0.757 -5.729 -0.338  0.64
F 0.456 -7.008 -0.656  -0.35
C 1.265 -5.417 0.916  0.19
F 1.430 -6.401 1.825  -0.35
C 1.591 -4.116 1.248  0.27
F 2.048 -3.912 2.514  -0.42
H 3.316 2.725 1.512  0.38
H 2.852 2.126 -0.091  0.30
H 1.702 3.074 0.842  0.35
H 2.192 1.403 3.583  0.18
H 1.021 2.455 2.766  0.50
H 0.542 -0.461 3.501  0.31
H -0.060 1.000 4.292  0.67
H 3.479 0.132 0.543  0.30
H 3.727 0.315 2.300  0.41
H 3.400 -1.973 1.785  0.72
H 1.934 -1.451 2.630  0.22
C -0.220 3.939 -2.557  -2.26
C 0.314 2.743 -1.819  0.17
N -0.124 2.376 -0.674  1.85
N -0.928 3.044 0.110  -1.99
C -1.883 2.508 0.769  0.08
N -2.427 3.079 1.863  -0.26
S -2.715 1.042 0.143  0.29
C 1.428 1.950 -2.343  0.95
C 2.320 2.463 -3.291  -1.21
C 3.421 1.710 -3.654  -0.50
C 3.589 0.449 -3.104  -1.25
C 2.645 0.006 -2.190  -0.25
N 1.622 0.742 -1.810  0.77
H -1.204 4.180 -2.158  0.45
H -0.302 3.745 -3.623  0.47
H 0.431 4.802 -2.404  0.35
H -2.069 3.986 2.112  0.31
H -3.422 2.932 1.966  0.31
H 2.172 3.447 -3.704  0.51
H 4.141 2.108 -4.353  0.42
H 4.426 -0.177 -3.369  0.48
H 2.721 -0.962 -1.717  0.44
Cl -2.972 -0.334 -4.621  -0.29
C -3.230 -1.402 -3.287  0.62
C -4.320 -2.252 -3.326  -0.61
C -4.559 -3.107 -2.275  0.89
Cl -5.941 -4.152 -2.345  -0.33
C -3.710 -3.136 -1.160  0.32
C -3.903 -3.984 -0.050  -1.10
C -3.023 -3.950 0.996  -1.75
C -1.948 -3.053 0.938  -0.69
N -1.757 -2.240 -0.072  1.12
C -2.590 -2.251 -1.123  -0.23
C -2.318 -1.326 -2.212  -0.27
O -1.357 -0.504 -2.195  -0.49
H -4.984 -2.238 -4.177  0.46
H -4.755 -4.650 -0.047  0.45
H -3.148 -4.590 1.856  0.51
H -1.234 -2.997 1.748  0.65

---

Entry 3:
Entry from the OMol25 dataset: a structure of composition C34H25BrF5MnN2O3PTe in a non-equilibrium geometry (the ωB97M-V functional and the def2-TZVPD basis).

Its energy above the lowest of the compared OMol25 structures with the same formula, charge and spin is 0.8119 eV. For the HOMO energy (alpha / beta), the calculation gives -0.38125 / -0.38188 hartree. As for the multiplicity: 5. The total charge is +1. Its HOMO-LUMO gap (alpha / beta) is 5.64 / 3.79 eV.

Last column: Löwdin spin population.
Positions of all 73 atoms, in Å:
Mn 0.529 0.717 1.019  2.99
Br -4.891 -1.700 4.866  0.11
C -3.367 -1.535 3.767  0.21
C -3.329 -2.182 2.532  0.01
C -2.231 -2.032 1.726  0.12
C -1.143 -1.214 2.111  0.15
O -0.194 -0.999 1.252  0.24
C -1.183 -0.601 3.399  0.12
C -0.042 0.265 3.904  0.00
N 0.948 0.538 2.925  -0.07
C 2.186 0.919 3.257  -0.01
C 2.694 1.236 4.534  0.02
C 3.960 1.783 4.660  0.00
C 4.746 2.039 3.552  0.02
C 4.303 1.692 2.256  0.00
C 4.995 2.008 1.074  0.02
C 4.466 1.606 -0.130  0.00
C 3.255 0.912 -0.163  0.02
N 2.536 0.670 0.925  -0.05
C 3.045 1.067 2.114  -0.01
C -2.296 -0.759 4.203  0.01
H -4.167 -2.777 2.204  0.00
H -2.186 -2.476 0.744  0.00
H 0.400 -0.209 4.798  0.00
H 2.074 1.146 5.411  0.00
H 4.322 2.065 5.638  0.00
H 5.699 2.534 3.657  0.00
H 5.898 2.596 1.121  0.00
H 4.964 1.837 -1.058  0.00
H 2.833 0.574 -1.100  0.00
H -2.348 -0.259 5.161  0.00
O 0.341 0.421 -1.023  0.03
P -0.490 -0.368 -2.023  0.01
C -0.304 -2.156 -1.708  0.00
C 0.786 -2.550 -0.937  0.00
C 0.998 -3.890 -0.669  0.00
C 0.132 -4.847 -1.175  0.00
C -0.940 -4.461 -1.963  0.00
C -1.154 -3.122 -2.237  0.00
C -2.222 0.165 -1.927  0.00
C -2.503 1.285 -1.151  0.00
C -3.816 1.674 -0.953  0.00
C -4.846 0.948 -1.530  0.00
C -4.561 -0.120 -2.368  0.00
C -3.251 -0.500 -2.583  0.00
C 0.085 -0.053 -3.717  0.00
C 0.660 -1.040 -4.507  0.00
C 0.995 -0.754 -5.820  0.00
C 0.750 0.506 -6.344  0.00
C 0.185 1.493 -5.550  0.00
C -0.151 1.215 -4.237  0.00
H 1.453 -1.791 -0.539  0.00
H 1.843 -4.189 -0.068  0.00
H 0.295 -5.892 -0.962  0.00
H -1.609 -5.204 -2.371  0.00
H -1.983 -2.849 -2.868  0.00
H -1.693 1.857 -0.723  0.00
H -4.028 2.537 -0.341  0.00
H -5.871 1.230 -1.349  0.00
H -5.359 -0.660 -2.856  0.00
H -3.037 -1.291 -3.283  0.00
H 0.843 -2.027 -4.103  0.00
H 1.438 -1.519 -6.439  0.00
H 0.986 0.712 -7.377  0.00
H -0.004 2.472 -5.960  0.00
H -0.602 1.970 -3.610  0.00
F 0.684 5.098 1.776  0.00
Te -0.099 3.399 2.230  0.01
F 1.616 3.499 3.398  0.00
F -1.291 4.035 0.733  0.00
F -1.128 1.274 1.427  0.04
F -0.562 1.492 4.353  0.01
O 0.937 2.539 0.999  0.00

---

Entry 4:
Entry from the OMol25 dataset: a structure of composition C34H25FN5O4Pt in a non-equilibrium geometry (the ωB97M-V functional and the def2-TZVPD basis).

Its energy above the lowest of the compared OMol25 structures with the same formula, charge and spin is 1.0680 eV. For the HOMO energy, the calculation gives -0.37022 hartree. The total charge is +1. Its HOMO-LUMO gap is 6.54 eV.

Last column: Mulliken charge in e.
Positions of all 70 atoms, in Å:
Pt 0.479 0.224 -0.192  0.89
C 1.774 -4.630 -5.564  -1.35
C 2.182 -4.957 -4.128  -0.30
C 2.011 -6.428 -3.762  -1.03
C 0.539 -6.822 -3.795  -1.10
C -0.270 -5.884 -2.949  1.14
C -1.477 -6.280 -2.417  -0.72
C -2.228 -5.409 -1.631  0.11
F -3.402 -5.833 -1.150  -0.35
C -1.787 -4.147 -1.340  -0.99
C -0.559 -3.725 -1.865  0.22
C -0.077 -2.400 -1.532  1.94
O -0.742 -1.651 -0.776  -0.94
C 1.180 -2.044 -2.109  -0.34
C 1.848 -2.904 -2.922  -0.04
N 1.400 -4.138 -3.203  0.09
C 0.205 -4.580 -2.688  -0.54
C 1.732 -0.697 -1.673  0.24
O 1.406 0.322 -2.325  -0.59
O 2.456 -0.713 -0.637  -0.62
H 2.334 -5.244 -6.263  0.39
H 1.988 -3.587 -5.781  0.39
H 0.712 -4.798 -5.715  0.37
H 3.233 -4.681 -3.985  0.50
H 2.408 -6.590 -2.756  0.36
H 2.592 -7.041 -4.451  0.42
H 0.419 -7.845 -3.436  0.47
H 0.165 -6.790 -4.821  0.34
H -1.859 -7.271 -2.602  0.54
H -2.357 -3.476 -0.720  0.59
H 2.787 -2.608 -3.369  0.48
C -5.737 10.316 6.660  -0.84
O -5.119 9.170 7.204  -0.45
C -4.604 8.235 6.388  0.84
C -4.614 8.273 4.992  -0.45
C -4.059 7.240 4.269  -0.81
C -3.472 6.145 4.908  0.42
C -3.454 6.114 6.308  -0.50
C -4.008 7.140 7.030  -0.75
C -2.899 5.106 4.096  0.30
N -2.918 5.108 2.778  -0.78
C -2.280 3.985 2.389  0.78
C -1.848 3.258 3.514  0.01
N -2.258 3.996 4.585  -0.10
C -1.139 2.038 3.424  0.23
C -0.707 1.237 4.498  -0.47
C -0.027 0.072 4.234  -0.88
C 0.253 -0.277 2.910  -0.09
N -0.135 0.467 1.895  -0.77
C -0.840 1.592 2.111  0.57
C -1.288 2.322 0.954  0.38
N -0.994 1.804 -0.251  -0.56
C -1.384 2.410 -1.352  -0.03
C -2.096 3.610 -1.321  -0.91
C -2.425 4.167 -0.107  -0.30
C -2.024 3.520 1.071  -0.10
H -6.062 10.906 7.515  0.25
H -6.606 10.053 6.050  0.34
H -5.038 10.904 6.060  0.34
H -5.046 9.110 4.468  0.42
H -4.063 7.262 3.192  0.48
H -3.006 5.289 6.842  0.28
H -3.992 7.135 8.108  0.43
H -2.139 3.762 5.556  0.19
H -0.909 1.525 5.518  0.46
H 0.299 -0.573 5.033  0.44
H 0.804 -1.177 2.676  0.48
H -1.126 1.929 -2.285  0.49
H -2.377 4.080 -2.249  0.45
H -2.985 5.085 -0.041  0.62

---

Entry 5:
Entry from the OMol25 dataset: a structure of composition C34H26AsF6N2O3PRbS (the ωB97M-V functional and the def2-TZVPD basis).

Its energy above the lowest of the compared OMol25 structures with the same formula, charge and spin is 0.0000 eV. For the HOMO energy (alpha / beta), the calculation gives -0.07404 / -0.07404 hartree. As for the multiplicity: 2. The total charge is -2. Its HOMO-LUMO gap (alpha / beta) is 5.90 / 5.79 eV.

Last column: Löwdin spin population.
Positions of all 75 atoms, in Å:
Rb -0.646 1.301 -1.274  0.02
O -2.099 0.559 1.036  0.00
N -2.577 -0.408 1.753  0.00
C -2.039 -0.627 2.975  0.00
C -2.441 -1.649 3.798  0.00
C -3.453 -2.500 3.344  0.00
C -4.011 -2.264 2.113  0.00
C -3.609 -1.204 1.266  0.00
S -4.324 -0.888 -0.238  0.00
H -1.268 0.082 3.238  0.00
H -1.966 -1.770 4.762  0.00
H -3.794 -3.331 3.950  0.00
H -4.800 -2.895 1.727  0.00
O 3.947 -0.732 -0.879  0.00
C 2.727 -0.750 -0.644  0.00
O 1.893 0.190 -0.723  0.00
C 2.151 -2.106 -0.161  0.00
P 0.314 -2.135 -0.124  0.00
C -0.113 -2.206 -1.908  0.00
C 0.823 -2.246 -2.940  0.00
C 0.409 -2.211 -4.265  0.00
C -0.940 -2.125 -4.574  0.00
C -1.879 -2.071 -3.553  0.00
C -1.470 -2.107 -2.228  0.00
C 0.093 -3.912 0.342  0.00
C -0.530 -4.197 1.554  0.00
C -0.701 -5.511 1.978  0.00
C -0.259 -6.558 1.186  0.00
C 0.351 -6.287 -0.035  0.00
C 0.522 -4.977 -0.451  0.00
H 2.480 -2.246 0.874  0.00
H 2.585 -2.929 -0.733  0.00
H 1.882 -2.260 -2.714  0.00
H 1.148 -2.205 -5.057  0.00
H -1.256 -2.047 -5.607  0.00
H -2.932 -1.958 -3.780  0.00
H -2.207 -2.004 -1.437  0.00
H -0.904 -3.378 2.162  0.00
H -1.196 -5.712 2.922  0.00
H -0.398 -7.584 1.509  0.00
H 0.688 -7.103 -0.665  0.00
H 0.984 -4.771 -1.411  0.00
C -1.140 6.753 -1.027  0.03
C -0.293 7.253 -0.045  -0.02
C 0.542 6.404 0.672  0.03
C 0.540 5.028 0.427  0.09
C -0.339 4.604 -0.539  0.69
C -1.164 5.384 -1.297  0.09
C 1.396 4.068 1.170  0.02
C 2.630 4.483 1.735  0.00
C 3.368 3.579 2.438  0.00
C 2.889 2.262 2.604  0.00
C 3.573 1.273 3.352  0.00
C 3.040 0.024 3.484  0.00
C 1.809 -0.299 2.865  0.00
C 1.144 0.623 2.113  0.00
C 1.666 1.934 1.981  0.00
N 0.946 2.842 1.267  0.01
H -1.774 7.421 -1.597  0.01
H -0.279 8.316 0.165  0.00
H 1.192 6.805 1.442  0.01
H -1.777 4.968 -2.088  0.01
H 2.988 5.491 1.575  0.00
H 4.325 3.857 2.866  0.00
H 4.524 1.524 3.809  0.00
H 3.566 -0.733 4.052  0.00
H 1.401 -1.298 2.968  0.00
H 0.216 0.393 1.604  0.00
F -2.179 2.080 -3.619  0.00
As -0.878 2.394 -4.745  0.00
F -1.650 1.388 -5.925  0.00
F -0.044 1.021 -4.074  0.00
F 0.424 2.698 -5.841  0.00
F -0.115 3.412 -3.541  0.00
F -1.735 3.783 -5.339  0.00

---

Entry 6:
Entry from the OMol25 dataset: a structure of composition C34H26FN6O6Sn (the ωB97M-V functional and the def2-TZVPD basis).

For the HOMO energy, the calculation gives -0.37360 hartree. The total charge is +1. Its HOMO-LUMO gap is 6.96 eV.

Last column: Mulliken charge in e.
Positions of all 74 atoms, in Å:
Sn 0.545 3.464 -2.278  0.89
C -6.558 -4.906 6.634  -0.85
O -5.221 -4.432 6.748  -0.46
C -4.750 -3.643 5.762  0.96
C -3.436 -3.194 5.915  -0.62
C -2.869 -2.382 4.960  -0.52
C -3.595 -1.998 3.829  0.37
C -4.899 -2.451 3.689  -0.72
C -5.486 -3.270 4.643  -0.69
C -2.956 -1.130 2.835  0.27
N -1.723 -0.680 2.894  -0.84
C -1.567 0.085 1.769  0.30
C -2.708 0.103 1.017  0.04
N -3.597 -0.684 1.710  -0.15
C -2.828 0.831 -0.201  0.58
C -3.977 0.899 -1.008  -0.67
C -3.965 1.656 -2.149  -0.85
C -2.798 2.349 -2.480  -0.43
N -1.710 2.286 -1.741  -0.14
C -1.694 1.545 -0.621  0.47
C -0.457 1.530 0.160  -0.55
N 0.626 2.227 -0.297  0.07
C 1.735 2.233 0.433  -0.34
C 1.856 1.543 1.640  -0.54
C 0.788 0.826 2.105  -1.20
C -0.400 0.810 1.360  1.07
H -6.740 -5.510 7.516  0.25
H -6.680 -5.522 5.741  0.35
H -7.267 -4.076 6.611  0.35
H -2.885 -3.498 6.795  0.44
H -1.851 -2.031 5.076  0.48
H -5.498 -2.180 2.826  0.21
H -6.502 -3.605 4.504  0.42
H -4.549 -0.886 1.463  0.18
H -4.874 0.360 -0.725  0.44
H -4.836 1.731 -2.785  0.44
H -2.753 2.970 -3.369  0.43
H 2.572 2.779 0.027  0.69
H 2.794 1.572 2.174  0.56
H 0.834 0.269 3.032  0.63
C 2.402 1.567 -4.849  -1.65
C 1.550 0.822 -3.873  1.13
O 0.747 1.406 -3.127  -0.53
C 1.649 -0.640 -3.762  0.81
C 2.535 -1.359 -4.560  -0.31
C 2.630 -2.734 -4.422  -0.91
C 1.841 -3.389 -3.486  -0.41
C 0.956 -2.675 -2.683  -0.70
C 0.860 -1.303 -2.819  -0.39
H 2.187 2.631 -4.835  0.35
H 2.238 1.175 -5.855  0.66
H 3.458 1.404 -4.600  0.21
H 3.159 -0.854 -5.286  0.35
H 3.320 -3.294 -5.040  0.42
H 1.918 -4.464 -3.377  0.41
H 0.347 -3.193 -1.952  0.44
H 0.180 -0.731 -2.199  0.44
F 4.963 3.157 2.010  -0.35
C 4.939 2.515 0.844  0.35
C 5.089 3.154 -0.312  -0.01
N 5.064 2.487 -1.525  0.11
C 4.868 3.223 -2.764  -1.08
C 3.415 3.647 -2.889  0.57
O 3.071 4.517 -3.667  -0.67
O 2.616 2.940 -2.125  -0.34
C 4.838 1.127 -1.600  0.40
O 4.719 0.532 -2.656  -0.59
N 4.731 0.494 -0.379  0.06
C 4.698 1.073 0.891  0.10
O 4.467 0.436 1.887  -0.60
H 5.237 4.226 -0.348  0.44
H 5.066 2.544 -3.585  0.37
H 5.542 4.069 -2.852  0.38
H 4.575 -0.504 -0.420  0.25

---

Number 1: E_tot -83509.2690 eV. Number 2: E_tot -117362.3510 eV. Number 3: E_tot -176315.0284 eV. Number 4: E_tot -57264.1696 eV. Number 5: E_tot -142731.3042 eV. Number 6: E_tot -65453.4845 eV.